Record 1
{"formula": "C17H22N5O6S", "method": "ωB97M-V with the def2-TZVPD basis set", "spin_multiplicity": 1, "e_homo_ev": -11.12, "charge": 1, "energy_ev": -48552.4824, "elements": ["O", "O", "O", "O", "N", "O", "O", "S", "C", "C", "C", "C", "C", "C", "C", "C", "C", "C", "C", "C", "N", "N", "N", "N", "C", "C", "C", "C", "C", "H", "H", "H", "H", "H", "H", "H", "H", "H", "H", "H", "H", "H", "H", "H", "H", "H", "H", "H", "H", "H", "H"], "coordinates": [[-2.165, 3.541, 3.182], [-0.178, -6.599, -1.653], [-4.265, 9.343, 1.916], [2.224, -4.151, -0.042], [0.548, 3.737, 0.893], [-0.810, 1.900, 2.457], [-3.915, 8.265, 3.898], [-1.834, 6.419, 2.857], [-1.200, 3.211, 2.513], [-0.270, -6.049, -2.740], [-3.633, 8.559, 2.601], [1.951, -4.493, -1.191], [-0.186, -0.990, -0.202], [-0.091, -2.338, 0.014], [0.557, -1.308, 1.863], [1.308, 4.560, 0.157], [-0.421, 4.235, 1.712], [1.144, 5.938, 0.190], [0.166, 6.491, 1.003], [-0.641, 5.651, 1.779], [0.215, -0.359, 0.966], [2.712, -5.368, -1.860], [0.132, -4.790, -2.947], [0.384, -2.521, 1.299], [-0.850, -6.790, -3.923], [-2.432, 7.903, 1.935], [3.922, -5.994, -1.324], [-0.435, -3.440, -0.967], [0.704, -3.907, -1.906], [-1.444, 1.470, 3.059], [-3.294, 7.587, 4.202], [-0.533, -0.511, -1.110], [0.976, -1.125, 2.849], [2.074, 4.137, -0.486], [1.789, 6.572, -0.411], [0.067, 7.571, 1.035], [0.215, 0.651, 1.138], [2.399, -5.655, -2.772], [0.007, -4.417, -3.877], [0.732, -3.411, 1.650], [-1.143, -7.791, -3.602], [-0.102, -6.871, -4.710], [-1.727, -6.262, -4.293], [-1.644, 8.656, 1.873], [-2.718, 7.612, 0.922], [4.215, -6.843, -1.945], [3.741, -6.348, -0.307], [4.739, -5.269, -1.301], [-1.270, -3.090, -1.577], [-0.796, -4.301, -0.400], [1.074, -3.018, -2.416]]}

***

Record 2
{"formula": "C2H5N3S2", "method": "ωB97M-V with the def2-TZVPD basis set", "spin_multiplicity": 1, "smiles": "[H]/N=C(\\N)SNC=S", "e_homo_ev": -8.51, "energy_ev": -28295.3642, "relative_energy_kcal_mol": 30.1, "elements": ["H", "N", "C", "N", "S", "N", "C", "S", "H", "H", "H", "H"], "coordinates": [[-0.869, 2.123, -0.062], [-0.330, 1.285, 0.028], [-1.045, 0.230, 0.027], [-2.411, 0.081, 0.054], [-0.239, -1.366, 0.154], [1.329, -0.994, -0.329], [2.240, -0.365, 0.462], [3.708, 0.123, -0.026], [-2.978, 0.934, -0.057], [-2.791, -0.732, -0.418], [1.523, -1.052, -1.325], [1.861, -0.268, 1.491]]}

***

Record 3
{"formula": "C2H3ClN2", "method": "ωB97M-V with the def2-TZVPD basis set", "spin_multiplicity": 1, "smiles": "[H]/N=N/C=C/Cl", "e_homo_ev": -8.94, "energy_ev": -17622.4594, "relative_energy_kcal_mol": 68.0, "elements": ["H", "N", "N", "C", "C", "Cl", "H", "H"], "coordinates": [[2.026, -0.111, -1.585], [1.318, -0.534, -0.951], [0.539, 0.233, -0.314], [-0.604, -0.307, 0.233], [-1.206, 0.299, 1.317], [-2.744, -0.172, 1.863], [-1.128, -1.208, -0.014], [-0.744, 1.171, 1.911]]}

***

Record 4
{"formula": "C4H11NO2", "method": "ωB97M-V with the def2-TZVPD basis set", "spin_multiplicity": 1, "smiles": "C=CC(=C)N.O.O", "e_homo_ev": -8.06, "energy_ev": -9909.8318, "relative_energy_kcal_mol": 55.6, "elements": ["C", "C", "C", "C", "N", "H", "H", "H", "H", "H", "H", "H", "O", "H", "H", "O", "H", "H"], "coordinates": [[-1.835, -1.310, -0.526], [-0.911, -0.350, -0.690], [0.466, -0.622, -1.206], [0.712, -1.718, -1.932], [1.383, 0.290, -0.744], [-2.720, -0.960, 0.002], [-1.655, -2.311, -0.925], [-1.137, 0.666, -0.400], [-0.003, -2.426, -2.308], [1.717, -1.999, -2.216], [1.154, 0.689, 0.150], [2.373, 0.173, -0.875], [0.035, -0.376, 2.815], [0.723, 0.273, 2.712], [-0.501, -0.223, 3.604], [0.207, 3.674, 1.044], [-0.461, 3.764, 0.360], [0.453, 2.767, 1.134]]}

***

Record 5
{"formula": "C6H10O", "method": "ωB97M-V with the def2-TZVPD basis set", "spin_multiplicity": 1, "smiles": "CC(C)=C/C=C/O", "e_homo_ev": -8.48, "energy_ev": -8428.6595, "relative_energy_kcal_mol": 59.5, "elements": ["C", "C", "C", "C", "C", "C", "O", "H", "H", "H", "H", "H", "H", "H", "H", "H", "H"], "coordinates": [[-1.942, 1.574, 1.350], [-0.725, 0.708, 1.028], [-0.336, -0.379, 2.059], [0.007, 0.800, -0.101], [0.982, -0.124, -0.637], [0.577, -0.822, -1.707], [1.578, -1.642, -2.256], [-1.860, 2.002, 2.275], [-2.106, 2.532, 0.736], [-2.809, 0.984, 1.202], [0.122, 0.093, 3.018], [0.232, -1.153, 1.597], [-1.125, -0.945, 2.841], [-0.376, 1.571, -0.771], [1.923, -0.253, -0.103], [-0.376, -1.099, -2.068], [2.366, -1.144, -2.625]]}

***

Record 6
{"formula": "C5H8N2O", "method": "ωB97M-V with the def2-TZVPD basis set", "spin_multiplicity": 1, "smiles": "O=C1C[C@@H]2CCNN12", "e_homo_ev": -9.23, "energy_ev": -10338.3479, "relative_energy_kcal_mol": 101.0, "elements": ["O", "C", "C", "C", "C", "C", "N", "N", "H", "H", "H", "H", "H", "H", "H", "H"], "coordinates": [[0.507, 2.222, -0.848], [-0.350, 1.651, -0.096], [-0.394, 1.140, 1.349], [-0.689, -0.179, 0.827], [0.437, -1.199, 0.425], [0.647, -0.877, -0.980], [-0.641, -0.365, -1.591], [-0.976, 0.584, -0.481], [0.681, 1.376, 1.728], [-1.326, 1.554, 1.836], [-1.454, -0.832, 1.232], [1.266, -1.251, 0.961], [0.192, -2.328, 0.441], [1.459, -0.018, -1.117], [1.059, -1.796, -1.459], [-0.419, 0.318, -2.228]]}

***

Record 7
{"formula": "C5H9NO2", "method": "ωB97M-V with the def2-TZVPD basis set", "spin_multiplicity": 1, "smiles": "CC(=O)N(C)[C@@H]1CO1", "e_homo_ev": -9.36, "energy_ev": -10912.9517, "relative_energy_kcal_mol": 83.6, "elements": ["C", "C", "O", "N", "C", "C", "C", "O", "H", "H", "H", "H", "H", "H", "H", "H", "H"], "coordinates": [[-1.488, -1.518, -0.080], [-1.487, -0.055, -0.013], [-2.439, 0.622, 0.404], [-0.320, 0.539, -0.244], [-0.250, 1.954, 0.047], [1.215, -0.136, -0.634], [2.034, -0.630, 0.472], [2.284, 0.586, -0.136], [-1.016, -1.814, -1.039], [-1.151, -2.026, 0.790], [-2.598, -1.988, -0.149], [-1.032, 2.683, -0.477], [-0.282, 2.056, 1.179], [0.704, 2.234, -0.338], [1.413, -0.684, -1.530], [1.681, -0.402, 1.435], [2.732, -1.422, 0.311]]}

***

Record 8
{"formula": "C27H29As2F2N3O9Tl", "method": "ωB97M-V with the def2-TZVPD basis set", "spin_multiplicity": 1, "e_homo_ev": -11.73, "charge": 1, "energy_ev": -183165.0068, "relative_energy_kcal_mol": 2.7, "elements": ["Tl", "O", "C", "N", "C", "C", "C", "C", "C", "C", "N", "C", "C", "C", "C", "C", "N", "H", "H", "H", "H", "H", "H", "H", "H", "H", "H", "C", "O", "C", "O", "C", "C", "As", "C", "C", "C", "As", "C", "C", "O", "O", "C", "C", "O", "O", "C", "C", "O", "O", "C", "H", "H", "H", "H", "H", "H", "H", "H", "H", "H", "H", "H", "H", "H", "H", "H", "H", "H", "F", "C", "F", "H"], "coordinates": [[1.159, -0.299, -1.851], [-0.096, 3.415, -3.394], [-0.023, 2.269, -2.993], [1.109, 1.697, -2.520], [2.244, 2.582, -2.412], [3.506, 1.870, -1.996], [4.709, 2.568, -1.906], [5.852, 1.894, -1.534], [5.781, 0.531, -1.256], [4.557, -0.088, -1.361], [3.447, 0.570, -1.720], [-1.256, 1.389, -3.014], [-2.450, 1.908, -3.485], [-3.578, 1.111, -3.432], [-3.478, -0.177, -2.923], [-2.243, -0.624, -2.495], [-1.157, 0.146, -2.539], [2.037, 3.391, -1.701], [2.426, 3.076, -3.371], [4.731, 3.625, -2.134], [6.796, 2.416, -1.463], [6.657, -0.034, -0.974], [4.441, -1.147, -1.166], [-2.463, 2.920, -3.861], [-4.530, 1.486, -3.782], [-4.337, -0.832, -2.871], [-2.106, -1.635, -2.129], [3.202, -3.683, 0.512], [2.254, -2.615, 0.722], [0.969, -3.009, 0.853], [0.601, -4.139, 0.677], [0.106, -1.887, 1.309], [-0.994, -2.170, 2.005], [-2.045, -0.948, 3.136], [-3.768, -1.413, 2.306], [-1.710, 0.732, 2.183], [-0.694, 1.025, 1.373], [0.861, -0.109, 1.063], [1.787, -0.038, 2.783], [-0.750, 2.249, 0.487], [-1.500, 2.255, -0.448], [0.154, 3.218, 0.642], [0.788, 3.393, 1.911], [-2.631, 1.870, 2.532], [-2.315, 3.026, 2.412], [-3.784, 1.448, 3.038], [-4.677, 2.488, 3.492], [-1.404, -3.583, 2.358], [-1.125, -3.972, 3.458], [-2.204, -4.279, 1.560], [-2.496, -3.860, 0.226], [4.180, -3.213, 0.534], [3.029, -4.168, -0.448], [3.109, -4.419, 1.307], [-3.898, -2.490, 2.408], [-3.788, -1.128, 1.256], [-4.562, -0.908, 2.844], [1.053, -0.284, 3.550], [2.211, 0.944, 2.968], [2.574, -0.788, 2.763], [0.977, 4.458, 2.012], [1.743, 2.864, 1.928], [0.139, 3.067, 2.723], [-5.516, 1.971, 3.945], [-5.000, 3.089, 2.644], [-4.170, 3.119, 4.218], [-2.030, -4.564, -0.461], [-2.123, -2.856, 0.031], [-3.578, -3.879, 0.108], [0.171, -2.754, -3.128], [1.310, -2.419, -2.467], [2.342, -2.504, -3.350], [1.471, -3.165, -1.692]]}

***

Record 9
{"formula": "C30H40N2NaO5PSb2", "method": "ωB97M-V with the def2-TZVPD basis set", "spin_multiplicity": 1, "e_homo_ev": -8.13, "energy_ev": -71760.3866, "relative_energy_kcal_mol": 0.0, "elements": ["Na", "C", "Sb", "C", "C", "C", "C", "C", "C", "C", "C", "C", "Sb", "C", "C", "H", "H", "H", "H", "H", "H", "H", "H", "H", "H", "H", "H", "H", "H", "H", "H", "H", "H", "H", "H", "C", "O", "P", "O", "C", "O", "C", "H", "H", "H", "H", "H", "H", "H", "H", "H", "O", "C", "N", "C", "C", "O", "N", "C", "C", "C", "C", "C", "C", "C", "C", "C", "C", "C", "C", "H", "H", "H", "H", "H", "H", "H", "H", "H", "H", "H"], "coordinates": [[0.238, 1.060, -1.061], [-1.302, -2.792, 0.276], [-0.735, -1.943, -1.611], [-2.180, -3.097, -2.720], [0.925, -3.311, -1.904], [1.524, -3.199, -3.269], [0.883, -3.854, -4.326], [1.351, -3.785, -5.625], [2.501, -3.058, -5.897], [3.157, -2.418, -4.861], [2.690, -2.467, -3.545], [3.470, -1.745, -2.492], [3.015, 0.370, -2.339], [4.733, 0.782, -1.123], [3.930, 0.938, -4.195], [-1.478, -3.860, 0.148], [-2.209, -2.310, 0.641], [-0.504, -2.630, 0.998], [-2.093, -4.155, -2.471], [-2.049, -2.962, -3.793], [-3.175, -2.747, -2.443], [0.517, -4.310, -1.741], [1.619, -3.090, -1.096], [-0.003, -4.440, -4.109], [0.830, -4.306, -6.418], [2.891, -3.003, -6.905], [4.071, -1.873, -5.067], [4.537, -1.781, -2.717], [3.322, -2.150, -1.492], [5.616, 0.330, -1.574], [4.573, 0.365, -0.129], [4.880, 1.857, -1.034], [4.935, 0.522, -4.267], [3.986, 2.025, -4.237], [3.330, 0.587, -5.033], [-3.304, 5.021, -2.822], [-2.075, 4.313, -2.668], [-2.011, 3.048, -1.642], [-1.290, 1.929, -2.616], [-2.131, 1.280, -3.571], [-0.586, 3.327, -0.906], [-0.641, 4.039, 0.344], [-3.126, 6.077, -2.624], [-4.068, 4.653, -2.133], [-3.659, 4.903, -3.845], [-1.514, 0.564, -4.107], [-2.536, 2.006, -4.279], [-2.949, 0.750, -3.077], [0.344, 3.951, 0.796], [-1.393, 3.601, 1.000], [-0.855, 5.093, 0.157], [1.136, -0.468, 0.536], [0.279, -0.092, 1.355], [0.261, -0.472, 2.673], [-0.715, 0.334, 3.391], [-1.381, 1.070, 2.185], [-2.307, 1.851, 2.328], [-0.756, 0.737, 1.031], [-1.769, -0.498, 4.106], [-1.847, -1.873, 3.937], [-2.842, -2.603, 4.576], [-3.768, -1.962, 5.382], [-3.697, -0.585, 5.549], [-2.702, 0.143, 4.918], [-0.015, 1.286, 4.354], [0.763, 0.722, 5.366], [1.458, 1.521, 6.256], [1.374, 2.905, 6.155], [0.589, 3.472, 5.166], [-0.105, 2.667, 4.267], [1.131, -0.735, 3.107], [-1.129, -2.369, 3.298], [-2.891, -3.676, 4.440], [-4.543, -2.532, 5.879], [-4.420, -0.077, 6.174], [-2.652, 1.217, 5.043], [0.805, -0.358, 5.468], [2.058, 1.068, 7.034], [1.912, 3.534, 6.853], [0.509, 4.549, 5.091], [-0.735, 3.115, 3.512]]}

***

Record 10
{"formula": "C4H13N3", "method": "ωB97M-V with the def2-TZVPD basis set", "spin_multiplicity": 1, "smiles": "NCC[C@@H](N)CN", "e_homo_ev": -8.73, "energy_ev": -8828.5250, "relative_energy_kcal_mol": 20.5, "elements": ["N", "C", "C", "C", "N", "C", "N", "H", "H", "H", "H", "H", "H", "H", "H", "H", "H", "H", "H", "H"], "coordinates": [[1.794, -1.290, -1.666], [1.808, 0.082, -1.138], [0.458, 0.745, -0.905], [-0.227, 0.177, 0.341], [0.196, 0.941, 1.523], [-1.761, 0.148, 0.306], [-2.413, -0.513, 1.426], [2.530, -1.305, -2.356], [1.899, -1.994, -0.954], [2.483, 0.249, -0.289], [2.268, 0.671, -1.941], [-0.176, 0.485, -1.764], [0.499, 1.823, -0.832], [-0.043, -0.911, 0.361], [-0.195, 0.433, 2.322], [1.183, 0.858, 1.714], [-2.034, -0.573, -0.476], [-2.205, 1.092, -0.023], [-2.505, -1.514, 1.360], [-2.474, -0.053, 2.312]]}

***

Record 11
{"formula": "C4H9NOS", "method": "ωB97M-V with the def2-TZVPD basis set", "spin_multiplicity": 1, "e_homo_ev": [-7.55, -7.55], "energy_ev": -18663.3027, "relative_energy_kcal_mol": 97.4, "elements": ["C", "C", "C", "C", "N", "O", "S", "H", "H", "H", "H", "H", "H", "H", "H", "H"], "coordinates": [[-0.728, -0.038, 0.825], [-1.677, 1.047, 0.734], [0.569, -1.969, 1.082], [1.469, 0.780, -1.484], [-0.390, -0.982, 1.520], [-1.055, 0.874, -2.029], [-0.098, -0.204, -1.647], [-1.737, 1.278, -0.285], [-1.283, 1.857, 1.273], [-2.610, 0.846, 1.140], [0.997, -1.573, 0.116], [0.011, -2.905, 1.210], [1.352, -2.012, 1.824], [2.363, 0.110, -1.442], [1.494, 1.408, -0.491], [1.322, 1.485, -2.348]]}

***

Record 12
{"formula": "C3H7Cl3Si", "method": "ωB97M-V with the def2-TZVPD basis set", "spin_multiplicity": 1, "smiles": "C[Si](Cl)(CCl)CCl", "e_homo_ev": -10.36, "energy_ev": -48671.3547, "relative_energy_kcal_mol": 66.3, "elements": ["C", "Si", "Cl", "C", "Cl", "C", "Cl", "H", "H", "H", "H", "H", "H", "H"], "coordinates": [[-0.726, -0.508, 1.556], [-0.059, -0.282, -0.138], [0.226, -2.352, -0.713], [-1.203, 0.633, -1.414], [-1.363, 2.362, -1.067], [1.757, 0.351, -0.145], [2.781, -0.855, 0.725], [-0.654, -1.509, 1.954], [-1.758, -0.195, 1.581], [0.014, 0.033, 2.193], [-0.874, 0.496, -2.437], [-2.194, 0.122, -1.303], [2.214, 0.375, -1.117], [1.839, 1.329, 0.326]]}